The molecule C3H6F2IN at a distorted geometry. Source: the Open Molecules 2025 dataset; level of theory: ωB97M-V/def2-TZVPD.

Output
HOMO-LUMO gap: 9.4 eV
SMILES: CN(C)C(F)(F)I
energy relative to the best compared isomer or geometry (same formula, charge and spin): 4.1 kcal per mole
maximum force: 3.775 eV/Å

Last column: natural (NBO) charge in e.
Geometry (Å):
C1 0.034 0.189 -1.147  -0.42
N1 0.109 -0.847 -0.179  -0.47
C2 0.270 -0.412 1.188  -0.43
C3 -0.816 -2.032 -0.383  0.78
F1 -0.607 -2.890 0.543  -0.32
F2 -0.609 -2.709 -1.500  -0.33
I1 -2.960 -1.524 -0.341  -0.05
H1 0.966 0.738 -1.223  0.21
H2 -0.209 -0.236 -2.094  0.21
H3 -0.748 0.930 -1.039  0.18
H4 -0.790 -0.487 1.364  0.20
H5 0.779 -1.217 1.694  0.21
H6 0.706 0.609 1.300  0.22

=====

A cluster of 2 separate species, C3H6N2O2 in total at a distorted geometry. Source: the Open Molecules 2025 dataset; level of theory: ωB97M-V/def2-TZVPD.

Output
HOMO-LUMO gap: 9.4 eV
SMILES: C=[N+]([O-])O.C=C=N
energy relative to the best compared isomer or geometry (same formula, charge and spin): 166.3 kcal per mole
maximum force: 2.981 eV/Å

Last column: natural (NBO) charge in e.
Geometry (Å):
C1 -0.981 1.398 -0.125  -0.24
N1 -1.627 0.339 0.234  0.37
O1 -1.739 -0.138 1.377  -0.52
O2 -2.058 -0.491 -0.801  -0.58
H1 -0.790 2.086 0.646  0.22
H2 -0.706 1.517 -1.172  0.23
H3 -2.577 -1.345 -0.560  0.52
C2 1.129 -0.372 -1.511  -0.68
C3 1.117 -0.139 -0.233  0.41
N2 1.312 -0.089 0.987  -0.63
H4 1.400 0.419 -2.330  0.25
H5 0.640 -1.307 -1.851  0.25
H6 0.569 0.079 1.615  0.39

=====

The molecule C2H4N2S2 at a distorted geometry. Source: the Open Molecules 2025 dataset; level of theory: ωB97M-V/def2-TZVPD.

Output
HOMO-LUMO gap: 8.2 eV
SMILES: NC(=S)NC=S
energy relative to the best compared isomer or geometry (same formula, charge and spin): 16.2 kcal per mole
maximum force: 3.220 eV/Å

Last column: natural (NBO) charge in e.
Geometry (Å):
N1 -1.818 0.053 0.021  -0.78
C1 -0.546 0.246 0.524  0.29
S1 -0.316 0.858 2.079  -0.21
N2 0.422 -0.268 -0.274  -0.62
C2 1.769 -0.154 -0.201  -0.05
S2 2.891 -0.396 -1.420  -0.07
H1 -2.541 0.561 0.454  0.42
H2 -1.941 -0.385 -0.878  0.38
H3 0.013 -0.754 -1.114  0.40
H4 2.067 0.238 0.810  0.23

=====

A cluster of 10 separate species, C29H58F30N9OP5 in total at a distorted geometry. Source: the Open Molecules 2025 dataset; level of theory: ωB97M-V/def2-TZVPD.

Output
charge: -1
HOMO-LUMO gap (spin up / spin down): 4.2 / 7.6 eV
energy relative to the best compared isomer or geometry (same formula, charge and spin): 96.5 kcal per mole
maximum force: 6.240 eV/Å
2S+1: 2
⟨S²⟩: 0.757

Last column: Löwdin charge in e.
Geometry (Å):
C1 -0.906 4.008 -0.451  -0.07
C2 -2.233 3.730 -1.205  -0.21
N1 -2.254 4.201 -2.569  -0.15
C3 -2.171 3.438 -3.709  -0.06
C4 -2.051 4.300 -4.791  -0.09
N2 -2.150 5.579 -4.325  -0.18
C5 -2.243 5.531 -2.934  -0.12
C6 -2.138 6.697 -5.226  -0.06
H1 -0.884 5.087 -0.297  0.06
H2 -0.083 3.629 -1.057  0.08
H3 -0.803 3.538 0.527  0.05
H4 -3.126 4.190 -0.783  0.10
H5 -2.205 2.642 -1.158  0.10
H6 -2.031 2.389 -3.494  0.11
H7 -1.930 4.107 -5.847  0.10
H8 -2.233 6.350 -2.230  0.08
H9 -2.105 7.711 -4.828  0.08
H10 -2.934 6.716 -5.970  0.08
H11 -1.163 6.691 -5.715  0.08
C7 -3.529 -1.896 -2.038  -0.07
C8 -4.154 -3.114 -1.385  -0.20
N3 -4.237 -2.989 0.031  -0.06
C9 -4.624 -4.017 0.871  -0.03
C10 -4.437 -3.654 2.182  0.06
N4 -4.054 -2.273 2.145  -0.05
C11 -3.879 -1.908 0.778  0.07
C12 -3.907 -1.370 3.195  -0.04
H12 -3.552 -1.912 -3.128  0.08
H13 -2.455 -1.938 -1.852  0.07
H14 -3.922 -0.961 -1.642  0.07
H15 -3.569 -3.998 -1.635  0.12
H16 -5.130 -3.390 -1.782  0.12
H17 -4.998 -4.970 0.526  0.14
H18 -4.581 -4.168 3.121  0.14
H19 -3.613 -0.941 0.378  0.14
H20 -4.600 -1.592 4.006  0.11
H21 -4.229 -0.393 2.834  0.08
H22 -2.924 -1.397 3.664  0.09
C13 0.642 3.265 5.010  -0.08
C14 -0.496 2.359 5.382  -0.18
N5 -1.404 2.180 4.328  -0.03
C15 -1.250 1.456 3.191  0.04
C16 -2.338 1.693 2.373  -0.03
N6 -3.192 2.586 2.990  -0.10
C17 -2.593 2.833 4.193  0.01
C18 -4.485 3.032 2.443  0.03
H23 1.064 2.932 4.062  0.05
H24 1.364 3.375 5.819  0.09
H25 0.415 4.311 4.803  0.07
H26 -1.017 2.748 6.257  0.13
H27 -0.073 1.426 5.753  0.15
H28 -0.327 0.904 3.085  0.12
H29 -2.533 1.480 1.333  0.12
H30 -2.894 3.419 5.048  0.15
H31 -4.823 2.072 2.051  0.09
H32 -4.293 3.752 1.648  0.09
H33 -5.084 3.345 3.299  0.10
C19 2.143 4.129 1.575  -0.08
C20 3.653 4.024 1.405  -0.14
N7 4.071 3.598 0.034  -0.02
C21 4.026 2.366 -0.476  0.05
C22 4.638 2.389 -1.787  0.03
N8 5.017 3.689 -2.035  -0.11
C23 4.684 4.418 -0.914  0.00
C24 5.607 4.153 -3.309  0.01
H34 1.875 4.718 0.697  0.07
H35 1.933 4.587 2.541  0.08
H36 1.537 3.223 1.595  0.05
H37 3.978 3.436 2.264  0.13
H38 4.025 5.021 1.641  0.12
H39 3.652 1.534 0.102  0.15
H40 4.774 1.570 -2.477  0.13
H41 4.929 5.462 -0.784  0.15
H42 6.217 3.373 -3.765  0.10
H43 6.277 4.961 -3.014  0.10
H44 4.817 4.398 -4.019  0.10
C25 2.023 -2.127 -3.597  0.04
N9 1.568 -3.499 -4.283  -0.30
C26 0.870 -3.087 -5.609  0.03
C27 2.831 -4.238 -4.456  -0.01
C28 0.544 -4.158 -3.337  -0.07
C29 -0.300 -5.310 -3.874  -0.24
O1 0.561 -6.338 -4.260  -0.03
H45 2.877 -1.703 -4.125  0.09
H46 2.196 -2.382 -2.551  0.08
H47 1.247 -1.364 -3.659  0.09
H48 -0.057 -2.583 -5.334  0.10
H49 0.724 -3.989 -6.203  0.09
H50 1.655 -2.477 -6.054  0.10
H51 2.722 -4.962 -5.264  0.09
H52 3.199 -4.653 -3.518  0.12
H53 3.496 -3.520 -4.936  0.09
H54 -0.083 -3.303 -3.086  0.12
H55 0.976 -4.448 -2.379  0.15
H56 -0.996 -4.931 -4.622  0.11
H57 -1.054 -5.679 -3.178  0.12
H58 0.589 -6.457 -5.212  0.09
P1 2.872 0.167 4.087  0.10
F1 1.474 -0.463 3.582  -0.15
F2 2.895 -1.019 5.113  -0.11
F3 3.679 -0.762 3.117  -0.11
F4 4.270 0.871 4.583  -0.20
F5 2.729 1.341 2.981  -0.18
F6 2.196 1.168 5.174  -0.19
P2 -1.047 -5.402 0.681  0.10
F7 -2.473 -5.858 1.150  -0.14
F8 -1.481 -4.136 -0.195  -0.16
F9 -0.924 -4.413 1.953  -0.15
F10 0.548 -5.032 0.377  -0.18
F11 -0.520 -6.592 1.603  -0.15
F12 -1.080 -6.358 -0.618  -0.17
P3 -0.974 -2.801 5.712  0.21
F13 -1.898 -1.594 6.287  -0.20
F14 0.332 -2.079 6.487  -0.21
F15 -1.168 -3.647 7.068  -0.17
F16 -0.059 -3.925 4.984  -0.16
F17 -2.225 -3.442 4.913  -0.18
F18 -0.620 -1.930 4.327  -0.22
P4 4.407 -3.385 -0.381  0.10
F19 2.800 -3.189 -0.400  -0.18
F20 4.079 -4.329 0.913  -0.18
F21 4.389 -4.708 -1.329  -0.19
F22 5.987 -3.665 -0.228  -0.17
F23 4.638 -2.360 -1.542  -0.15
F24 4.437 -2.193 0.700  -0.17
P5 0.598 -0.393 0.265  0.19
F25 1.548 -0.086 -1.049  -0.21
F26 -0.758 -0.051 -0.610  -0.20
F27 0.608 -2.000 -0.123  -0.18
F28 -0.138 -0.840 1.616  -0.14
F29 1.958 -0.663 1.039  -0.16
F30 0.832 1.110 0.751  -0.17

=====

Repeat the first record exactly.
The molecule C3H6F2IN at a distorted geometry. Source: the Open Molecules 2025 dataset; level of theory: ωB97M-V/def2-TZVPD.

Output
HOMO-LUMO gap: 9.4 eV
SMILES: CN(C)C(F)(F)I
energy relative to the best compared isomer or geometry (same formula, charge and spin): 4.1 kcal per mole
maximum force: 3.775 eV/Å

Last column: natural (NBO) charge in e.
Geometry (Å):
C1 0.034 0.189 -1.147  -0.42
N1 0.109 -0.847 -0.179  -0.47
C2 0.270 -0.412 1.188  -0.43
C3 -0.816 -2.032 -0.383  0.78
F1 -0.607 -2.890 0.543  -0.32
F2 -0.609 -2.709 -1.500  -0.33
I1 -2.960 -1.524 -0.341  -0.05
H1 0.966 0.738 -1.223  0.21
H2 -0.209 -0.236 -2.094  0.21
H3 -0.748 0.930 -1.039  0.18
H4 -0.790 -0.487 1.364  0.20
H5 0.779 -1.217 1.694  0.21
H6 0.706 0.609 1.300  0.22